{"formula": "C37H64BrFO21S6", "method": "ωB97M-V with the def2-TZVPD basis set", "species": ["O", "C", "O", "C", "C", "C", "C", "C", "C", "O", "O", "O", "C", "O", "O", "C", "C", "C", "O", "F", "C", "C", "O", "Br", "H", "H", "H", "H", "H", "H", "H", "H", "H", "H", "H", "H", "H", "H", "H", "H", "C", "C", "C", "S", "O", "O", "C", "H", "H", "H", "H", "H", "H", "H", "H", "C", "C", "C", "S", "O", "O", "C", "H", "H", "H", "H", "H", "H", "H", "H", "C", "C", "C", "S", "O", "O", "C", "H", "H", "H", "H", "H", "H", "H", "H", "C", "C", "C", "S", "O", "O", "C", "H", "H", "H", "H", "H", "H", "H", "H", "C", "C", "C", "S", "O", "O", "C", "H", "H", "H", "H", "H", "H", "H", "H", "C", "C", "C", "S", "O", "O", "C", "H", "H", "H", "H", "H", "H", "H", "H"], "coordinates": [[1.958416, -3.217232, 4.254081], [2.396638, -2.989819, 3.184552], [1.742194, -3.261414, 2.008295], [0.387731, -2.752182, 2.096115], [-0.174831, -2.230206, 0.731124], [0.749988, -2.468720, -0.501110], [1.650505, -1.262636, -0.887573], [0.896584, 0.085091, -0.997549], [1.021732, 0.966769, 0.301402], [1.424162, 0.234553, 1.459166], [2.758192, 0.506348, 1.733525], [-0.461412, -0.133569, -1.432135], [-0.435260, -0.370200, -2.804493], [-1.246697, -0.943330, -3.403717], [0.719357, 0.222501, -3.248866], [1.299539, 1.048196, -2.181725], [2.800362, 1.126510, -2.617578], [3.801710, 0.999412, -1.466641], [4.450868, 0.038250, -1.385699], [3.995278, 1.967427, -0.548660], [0.461133, 2.359553, -2.354859], [1.051829, 3.583827, -1.624337], [2.109189, 4.031309, -1.774965], [-0.163260, 4.424173, -0.291627], [3.395010, -2.502132, 3.099491], [-0.337456, -3.490150, 2.497344], [0.348632, -1.900896, 2.808047], [-0.473574, -1.170076, 0.860042], [-1.122919, -2.761888, 0.520163], [1.362208, -3.385089, -0.418650], [0.072675, -2.654044, -1.383234], [2.541416, -1.223107, -0.231778], [2.063467, -1.486526, -1.899990], [0.015004, 1.376815, 0.541887], [1.736601, 1.802891, 0.186943], [3.271785, -0.313167, 1.614658], [2.946194, 2.119092, -3.099149], [2.969323, 0.389667, -3.419908], [0.456957, 2.578850, -3.446008], [-0.594985, 2.246057, -2.058447], [4.369818, 4.714307, 3.854709], [3.870848, 3.980896, 2.604842], [5.036210, 3.145526, 2.068739], [6.066495, 2.749564, 3.483536], [7.346207, 3.401593, 3.324584], [5.957013, 1.340303, 3.773579], [5.107430, 3.666395, 4.681638], [3.549226, 5.161331, 4.416844], [5.056291, 5.514744, 3.564320], [3.040623, 3.323016, 2.876438], [3.503737, 4.675334, 1.847312], [4.693138, 2.222881, 1.610591], [5.640401, 3.710856, 1.359288], [5.769528, 4.095514, 5.431501], [4.407754, 2.971015, 5.150515], [4.075333, -0.640369, 8.775589], [4.036513, -1.786466, 7.758229], [3.922993, -1.159596, 6.365034], [4.697957, 0.455173, 6.475187], [3.685469, 1.468791, 6.273220], [5.924358, 0.450169, 5.723989], [5.073192, 0.371503, 8.222692], [4.366471, -0.988529, 9.767020], [3.085095, -0.183886, 8.854901], [4.960879, -2.365864, 7.827399], [3.208031, -2.468664, 7.949782], [4.438527, -1.751325, 5.611097], [2.882062, -1.015287, 6.075938], [4.977451, 1.359740, 8.669065], [6.097136, 0.010846, 8.323948], [-2.893762, -6.600786, -3.031524], [-2.632314, -5.593970, -4.154412], [-1.994608, -4.354852, -3.521094], [-1.128968, -4.927652, -2.061043], [-1.769572, -4.364652, -0.897942], [0.294084, -4.825762, -2.282579], [-1.613155, -6.641284, -2.203885], [-3.148397, -7.586307, -3.422219], [-3.727311, -6.255607, -2.414324], [-1.942797, -6.031742, -4.882127], [-3.548397, -5.335000, -4.685533], [-1.287196, -3.877071, -4.196834], [-2.748672, -3.636311, -3.203975], [-1.753994, -7.068912, -1.212901], [-0.817768, -7.168765, -2.731919], [-6.954197, -0.917262, -1.027542], [-5.651846, -0.364520, -1.619075], [-4.593758, -1.467371, -1.510379], [-5.487366, -3.022347, -1.552179], [-5.330121, -3.676689, -0.279149], [-5.212137, -3.696289, -2.802685], [-7.124381, -2.309861, -1.625702], [-7.806671, -0.277428, -1.256630], [-6.865505, -0.986019, 0.059848], [-5.810061, -0.107842, -2.669959], [-5.327508, 0.541585, -1.106502], [-3.888914, -1.434739, -2.339935], [-4.055915, -1.415438, -0.564308], [-7.823835, -2.934681, -1.073681], [-7.416700, -2.254864, -2.675149], [-1.038297, -1.386433, -6.831407], [-1.121081, -1.127047, -8.340068], [-1.074625, 0.391154, -8.546486], [-0.153399, 1.055956, -7.157532], [-1.041360, 1.870868, -6.361902], [1.121402, 1.547635, -7.620431], [0.089932, -0.500073, -6.319968], [-0.852057, -2.437716, -6.610354], [-1.980674, -1.102751, -6.355388], [-0.266204, -1.592756, -8.837109], [-2.024738, -1.555111, -8.774948], [-0.569532, 0.659264, -9.472376], [-2.072075, 0.829050, -8.528068], [0.061827, -0.347032, -5.250329], [1.064224, -0.889480, -6.619615], [-5.069545, 5.687167, 2.534147], [-3.778471, 6.276221, 1.955470], [-2.693441, 5.200026, 2.065299], [-3.545358, 3.620898, 2.006657], [-3.380408, 2.961119, 3.276362], [-3.245794, 2.959894, 0.759097], [-5.199086, 4.294669, 1.926867], [-5.936348, 6.306233, 2.302606], [-4.987015, 5.614257, 3.621691], [-3.935522, 6.534949, 0.905090], [-3.481730, 7.187212, 2.475463], [-1.983778, 5.255278, 1.241233], [-2.163915, 5.260906, 3.015498], [-5.886360, 3.649244, 2.470461], [-5.485297, 4.348418, 0.875716]], "forces_ev_per_a": [[-0.69, -0.18, 1.42], [0.64, -0.05, -1.28], [0.35, 1.18, 0.78], [-1.75, 0.68, -0.05], [0.13, -0.62, 0.02], [-1.05, 0.78, -0.66], [0.59, -0.57, -0.80], [0.97, 2.02, 0.62], [-1.01, -0.47, 0.19], [-1.18, -0.42, -0.35], [1.53, 0.68, 0.35], [-0.43, -0.86, -0.26], [2.66, 2.10, 3.29], [-1.42, -1.00, -1.43], [-0.91, -0.45, -0.93], [-0.16, -1.69, -1.32], [-0.72, 2.23, 0.45], [-0.54, 0.05, -1.06], [1.51, -1.84, 0.47], [-0.84, 0.53, -0.79], [0.13, 0.59, 0.51], [-1.78, -1.08, -0.01], [1.72, 0.70, -0.30], [0.20, -0.25, -0.37], [-0.29, -0.45, -0.66], [0.87, 0.00, -0.19], [0.34, -0.57, -0.33], [0.43, -0.58, -0.20], [0.61, 0.19, 0.21], [-0.31, 0.61, 0.11], [0.78, 0.27, 1.04], [-0.65, 0.32, -0.25], [-0.18, 0.06, 0.62], [0.59, -0.14, -0.15], [-0.35, -0.45, -0.10], [-0.56, -0.05, -0.17], [-0.04, -0.51, 0.35], [0.21, 0.01, 0.95], [0.23, 0.01, 0.65], [0.60, -0.23, 0.01], [0.10, 0.06, -0.09], [-0.14, 0.02, 0.02], [-0.29, 0.24, -0.28], [-0.35, -0.26, 0.07], [0.06, -0.20, -0.01], [0.47, 1.23, -2.22], [-0.27, 0.30, 0.10], [0.03, -0.02, 0.00], [-0.02, 0.00, 0.03], [0.05, -0.02, 0.01], [0.01, -0.03, 0.00], [0.18, -0.03, 0.11], [0.09, -0.05, 0.08], [0.12, -0.12, -0.06], [0.20, 0.15, -0.15], [-0.07, -0.03, -0.02], [0.04, -0.05, 0.08], [-0.28, -0.34, 0.06], [0.64, -0.60, 0.12], [-0.03, -0.08, 0.04], [-0.48, -0.65, 2.09], [-0.19, -0.01, 0.47], [-0.02, 0.02, -0.02], [0.04, 0.02, 0.02], [-0.02, 0.04, 0.00], [0.03, 0.02, -0.05], [-0.02, 0.19, -0.07], [0.08, 0.06, -0.04], [0.04, 0.04, -0.14], [-0.01, 0.05, -0.11], [-0.13, 0.07, 0.04], [-0.03, -0.10, -0.11], [-0.22, 0.13, -0.43], [-0.14, -0.46, -0.54], [0.19, 0.02, 0.04], [-0.02, 0.00, 0.19], [-0.26, -0.36, -0.03], [0.02, 0.02, 0.03], [0.04, 0.00, -0.01], [0.00, 0.01, 0.04], [0.02, 0.04, 0.07], [0.08, 0.08, 0.21], [0.04, -0.06, 0.08], [0.11, 0.13, 0.04], [0.05, 0.09, 0.05], [0.09, 0.05, 0.06], [-0.09, 0.08, -0.04], [0.15, 0.43, -0.05], [0.02, 0.31, -0.02], [0.00, -0.25, -0.21], [0.09, -0.29, 0.20], [-0.34, 0.25, 0.04], [0.01, -0.04, 0.02], [-0.04, -0.03, -0.03], [0.00, -0.02, 0.03], [0.03, -0.05, -0.02], [0.06, -0.16, 0.09], [-0.02, -0.15, -0.03], [0.13, -0.13, -0.04], [0.05, -0.06, 0.02], [-0.12, 0.05, -0.07], [0.03, -0.12, 0.00], [-0.25, -0.24, -0.35], [0.17, -0.37, -0.04], [0.19, 0.18, -0.01], [-0.14, 0.30, 0.17], [-0.05, -0.40, -0.04], [0.00, 0.04, 0.02], [0.07, -0.02, 0.07], [-0.02, 0.03, 0.02], [0.04, 0.04, -0.01], [0.01, 0.17, 0.11], [0.08, 0.07, 0.09], [0.03, 0.14, -0.11], [0.00, 0.09, -0.04], [0.06, 0.04, 0.07], [-0.07, 0.06, -0.06], [0.11, 0.47, 0.01], [-0.08, 0.15, -0.15], [0.07, -0.15, -0.15], [0.05, -0.23, 0.20], [-0.34, 0.25, 0.06], [0.02, -0.03, 0.02], [-0.04, -0.03, -0.03], [0.00, -0.02, 0.03], [0.01, -0.04, -0.03], [-0.13, -0.12, 0.18], [-0.03, -0.15, -0.02], [0.13, -0.12, -0.04], [0.06, -0.06, 0.01]], "lowdin_charge": [0.103, -0.348, -0.043, -0.153, -0.126, -0.151, -0.064, -0.286, -0.075, -0.147, -0.023, 0.069, -0.514, 0.210, 0.023, -0.274, 0.043, -0.455, 0.192, 0.108, -0.053, -0.749, 0.085, 0.779, 0.149, 0.130, 0.120, 0.104, 0.089, 0.119, 0.081, 0.114, 0.140, 0.142, 0.121, 0.105, 0.139, 0.151, 0.159, 0.123, -0.215, -0.211, -0.226, 0.690, -0.324, -0.347, -0.228, 0.113, 0.116, 0.115, 0.111, 0.064, 0.106, 0.112, 0.062, -0.223, -0.211, -0.218, 0.689, -0.330, -0.330, -0.228, 0.114, 0.119, 0.118, 0.116, 0.101, 0.103, 0.107, 0.108, -0.214, -0.211, -0.219, 0.676, -0.308, -0.325, -0.223, 0.116, 0.115, 0.115, 0.114, 0.094, 0.075, 0.110, 0.107, -0.221, -0.208, -0.211, 0.666, -0.309, -0.334, -0.232, 0.114, 0.120, 0.118, 0.113, 0.091, 0.112, 0.108, 0.107, -0.218, -0.214, -0.221, 0.665, -0.325, -0.327, -0.227, 0.113, 0.121, 0.117, 0.114, 0.103, 0.104, 0.060, 0.117, -0.222, -0.211, -0.242, 0.647, -0.312, -0.354, -0.234, 0.116, 0.121, 0.119, 0.116, -0.014, 0.111, 0.108, 0.107], "total_energy_ev": -220169.85975, "charge": 0, "smiles": "O=COCCCC[C@]1(COO)OC(=O)O[C@@]1(CC(=O)F)CC(=O)Br.O=S1(=O)CCCC1.O=S1(=O)CCCC1.O=S1(=O)CCCC1.O=S1(=O)CCCC1.O=S1(=O)CCCC1.O=S1(=O)CCCC1", "homo_lumo_gap_ha": 0.3427, "homo_ev": -9.10, "e_lumo_ev": 0.2}